(1)
# C47H91BF5I2N8O8

A 9-piece molecular cluster, C47H91BF5I2N8O8 overall in a non-equilibrium geometry (the ωB97M-V functional and the def2-TZVPD basis, the OMol25 dataset).

Total charge: -1
Multiplicity: 1
HOMO-LUMO gap, Eh: 0.2539

Geometry as XYZ:
```
162
Properties=species:S:1:pos:R:3:lowdin_charge:R:1
C 6.167 -2.058 0.738 0.05
C -1.035 -10.226 3.329 -0.07
C 1.811 -1.851 -1.950 -0.19
H 5.922 1.790 -0.026 0.03
H 4.014 -0.851 -10.125 0.04
O 4.581 -1.866 -11.961 0.02
C -2.168 1.128 7.650 -0.53
H 5.514 2.478 -1.672 0.07
H -1.753 3.006 8.573 0.08
N -3.996 7.092 0.008 0.00
H 5.471 -1.032 -1.704 0.06
C -0.815 3.155 0.301 -0.13
H -3.755 0.653 3.693 0.10
N 5.361 -2.213 -14.033 0.00
H 6.879 -1.191 4.255 0.10
C -3.209 -3.948 6.205 -0.52
H 5.509 -0.287 -9.348 0.09
H 0.154 6.758 -6.607 0.09
C -6.783 5.333 7.359 -0.02
H -1.404 6.167 -1.908 0.09
B 3.422 -1.992 -1.661 -0.70
C -4.501 -4.567 6.666 0.00
C -1.265 -2.148 1.649 -0.20
H 2.317 -1.337 -12.932 0.08
F 8.686 0.188 2.355 0.05
O -3.238 8.168 -4.577 0.01
F 2.693 -3.749 0.131 -0.03
C -4.110 8.532 -0.071 -0.08
H -1.346 -4.299 5.598 0.14
C -0.809 7.069 -7.018 -0.08
H 4.716 0.715 -10.587 0.08
H -3.763 3.504 6.242 0.06
H -2.178 1.717 9.711 0.08
H -0.878 -9.532 2.501 0.09
O -2.658 1.644 6.653 0.01
C -2.152 -6.229 5.959 -0.08
H -1.522 -3.251 1.880 0.10
H -1.726 2.858 3.558 0.11
O -3.128 5.073 -0.433 0.01
H 6.700 -2.095 -0.281 0.11
C -2.975 -9.860 4.907 -0.54
H 6.026 -1.593 -15.892 0.08
C 6.307 -1.527 3.331 -0.02
C 4.018 -2.502 2.182 -0.02
C -2.056 6.933 -1.488 0.00
H 2.950 -2.827 2.382 0.08
H -1.177 -0.397 9.647 0.07
C 4.371 -0.683 -1.799 -0.62
N 3.813 0.722 -8.725 0.00
C 4.181 0.690 -1.091 -0.83
C 0.959 -0.644 -1.408 -0.23
C -4.754 3.769 5.872 -0.07
H 0.076 -0.661 2.835 0.10
H 0.123 -0.465 -2.202 0.11
H -4.011 8.941 0.937 0.08
H -2.097 0.875 1.068 0.08
H 4.310 -2.061 -15.862 0.07
F 4.639 -4.172 -0.981 -0.06
I 4.272 -0.191 -3.983 0.79
N -1.767 -9.536 4.370 0.01
H -1.123 8.599 -5.581 0.14
H -1.358 -8.704 4.772 0.12
H -2.579 -1.422 4.488 0.08
H -7.427 6.088 7.811 0.08
F 9.390 -1.992 2.486 0.03
H 0.537 -0.073 0.813 0.05
O -3.462 -9.164 5.790 0.02
H -2.145 -1.661 1.113 0.09
C 3.008 -1.574 -13.741 -0.01
H -1.845 3.613 0.127 0.04
C 1.894 -0.809 -8.732 -0.01
H -0.358 -2.225 3.680 0.10
H -3.582 -0.558 2.260 0.10
H -1.563 -11.106 2.967 0.07
H -2.352 -1.662 9.216 0.08
H 3.507 1.368 -1.744 0.04
H -4.619 -11.218 4.896 0.08
H -1.358 -6.528 6.647 0.09
C -0.337 3.103 1.830 -0.24
H -1.445 7.625 -0.904 0.09
H -0.766 2.098 -0.166 0.06
H -0.055 3.782 -0.309 0.08
H 6.241 -2.413 -13.578 0.14
C -3.018 0.152 2.966 -0.20
N -2.180 -4.783 5.900 0.02
C -0.798 -1.399 2.993 -0.20
C -1.558 -1.015 8.836 -0.08
H 5.574 -3.310 -15.774 0.08
H -4.338 -5.135 7.585 0.09
C -3.462 6.246 -5.987 -0.01
H 4.227 1.550 -8.319 0.14
H -6.292 4.774 8.159 0.08
H 4.354 -1.992 4.473 0.08
H -0.638 7.759 -7.847 0.08
C 4.831 -2.004 3.433 -0.07
H -0.299 4.196 2.207 0.10
H -0.474 1.528 3.412 0.09
H -4.658 6.589 0.584 0.14
C 2.597 0.410 -8.197 -0.56
H -7.404 4.665 6.757 0.08
H -3.054 -11.971 4.550 0.08
C -1.973 -0.701 3.832 -0.22
C -3.670 -11.085 4.376 -0.01
O -5.707 7.225 6.359 0.01
H -0.564 1.744 8.931 0.08
H -2.544 7.460 -2.311 0.06
H 3.075 -0.708 -14.403 0.09
C 0.011 -2.222 0.625 -0.20
C 4.694 -2.519 0.757 -0.07
H 0.768 2.759 1.819 0.06
C 4.546 0.022 -9.760 -0.09
H -5.227 -3.780 6.872 0.08
H -3.657 6.362 -7.055 0.08
N -4.859 5.215 5.843 0.01
C -5.754 6.007 6.491 -0.56
C -1.206 2.157 2.796 -0.20
H 2.499 -1.700 -8.553 0.09
C 5.300 -2.296 -15.476 -0.08
H -2.476 -0.711 6.947 0.10
H -0.139 -3.087 -0.099 0.11
H 2.620 -2.438 -14.285 0.09
C -3.088 6.284 -0.606 -0.53
H 6.446 0.887 -1.624 0.06
I 3.443 0.854 0.931 0.92
C 3.823 -3.070 -0.441 -0.29
H -0.750 -1.635 8.442 0.08
H -1.923 -6.607 4.961 0.07
H -1.345 6.194 -7.381 0.08
H 0.920 -2.364 1.328 0.09
O 2.112 1.111 -7.320 0.01
N -1.539 7.771 -5.984 0.00
O -3.066 -2.736 6.099 0.00
H -4.199 5.732 5.279 0.14
H 1.699 -0.692 -9.801 0.08
H -3.873 -10.970 3.309 0.09
H 3.789 -2.648 -2.620 0.06
H -0.934 -0.405 -0.196 0.09
C 4.363 -1.891 -13.164 -0.53
H -4.906 -5.216 5.887 0.09
C 6.991 -1.567 1.946 -0.08
H -0.065 -10.526 3.732 0.08
C 0.156 -0.772 -0.029 -0.24
H -3.097 -6.649 6.295 0.06
C 5.626 1.480 -1.099 -0.21
C 8.510 -1.102 1.778 -0.38
C -1.629 1.946 8.795 -0.01
H -3.224 2.079 1.867 0.12
C -2.755 7.464 -5.455 -0.55
H -2.859 5.354 -5.807 0.09
H -3.351 8.971 -0.716 0.08
H -5.510 3.311 6.507 0.08
H -1.462 0.029 4.573 0.09
H -5.101 8.777 -0.460 0.08
C -2.369 1.325 2.079 -0.20
F 8.890 -1.117 0.410 0.05
H 0.939 -0.931 -8.219 0.08
H 1.237 -2.836 -1.732 0.09
H -4.865 3.397 4.851 0.09
N -2.096 -0.226 7.751 0.02
H 1.729 -1.785 -3.111 0.08
H 1.466 0.398 -1.384 0.08
H -4.416 6.128 -5.473 0.09
```

(2)
# C47H95ClF4I2N

C47H95ClF4I2N as an isolated structure in a non-equilibrium geometry (the ωB97M-V functional and the def2-TZVPD basis, the OMol25 dataset).

Total charge: +1
Multiplicity: 1
HOMO-LUMO gap, Eh: 0.3331

Geometry as XYZ:
```
150
Properties=species:S:1:pos:R:3:lowdin_charge:R:1
C 1.234 -1.587 -4.204 -0.64
C 1.357 -4.710 2.456 -0.17
H 12.837 -4.184 4.052 0.11
C 3.865 -1.842 -0.768 -0.14
H 3.049 -1.137 -0.590 0.12
C 0.902 -3.267 -1.065 -0.17
H 12.213 -3.414 0.374 0.10
H -0.623 -2.480 0.867 0.11
C 1.865 -1.594 -2.809 -0.14
C -12.527 12.346 2.203 -0.11
H 4.360 -4.700 -0.493 0.13
C 12.237 -5.696 2.647 -0.11
H 8.883 -0.825 -2.051 0.11
C -11.723 11.813 3.384 -0.27
C 10.460 -3.346 1.636 -0.23
H -8.335 7.001 2.241 0.07
H 2.890 -1.265 -2.930 0.10
C 11.129 -3.423 3.009 -0.23
H 0.330 -5.049 2.281 0.09
C 2.661 -6.189 -1.918 -0.66
H -4.647 5.032 1.370 0.11
C -11.474 8.801 2.650 -0.27
H 1.450 -6.987 0.558 0.08
H 0.355 -4.115 -3.517 0.03
H 3.232 -3.875 0.526 0.05
H 7.170 2.009 -0.494 0.07
H 11.332 -2.413 3.375 0.10
H 11.507 -6.184 3.297 0.07
H 1.448 -4.515 3.525 0.07
H -13.427 12.862 2.539 0.07
H 10.779 -2.808 -0.414 0.10
H -1.789 -3.595 0.161 0.11
C 11.794 -1.341 0.785 -0.11
H -11.002 10.220 1.110 0.10
H -9.785 11.856 2.458 0.11
C -5.499 3.468 -0.786 -0.12
C 12.423 -4.235 3.042 -0.27
C -6.071 -0.176 0.514 -0.09
H -6.401 -1.764 -0.920 0.10
H -2.564 -1.227 1.025 0.11
H 9.022 0.420 -0.820 0.11
H 1.514 -3.762 1.939 0.06
H 7.111 2.964 -1.965 0.07
H 3.999 -3.341 -2.320 0.16
H 2.165 -6.651 2.706 0.06
C -0.274 -1.576 -4.352 -0.10
C -5.613 4.970 -0.549 -0.27
H 4.198 -2.148 0.227 0.12
H -1.165 -5.184 -1.074 0.11
H 1.626 -0.677 -4.661 0.11
C 3.343 -3.116 -1.473 -0.18
H 1.907 -3.641 -2.850 0.07
H 12.417 -1.262 1.676 0.07
C 2.360 -5.790 2.068 -0.81
C 3.349 -4.286 -0.474 -0.12
C 5.049 -1.156 -1.464 -0.19
H 0.532 -4.759 0.277 0.10
H -8.868 4.570 1.882 0.11
H 10.930 -0.687 0.924 0.07
H 5.773 1.905 -1.557 0.05
C 8.300 -0.141 -1.423 -0.22
C -2.382 -1.547 -0.005 -0.20
H -6.526 5.343 -1.021 0.10
H -6.487 -0.164 -1.619 0.10
F -1.457 -4.414 -4.258 -0.05
H -4.589 3.069 -0.331 0.07
I 3.865 -7.896 0.609 0.98
H 10.115 -4.341 1.340 0.10
F 2.082 -7.361 -1.991 0.15
C -3.696 -1.999 -0.659 -0.20
H -6.625 -0.823 1.195 0.07
H -0.668 -0.691 -3.843 0.10
H -11.565 8.009 1.901 0.10
C -5.598 5.351 0.931 -0.23
C -10.418 11.130 2.977 -0.23
H -7.782 7.123 0.569 0.07
H -1.414 -6.417 -2.964 0.13
C -0.221 -4.957 -3.902 -0.23
C 0.882 -4.791 -0.749 -0.15
N 1.953 -2.932 -2.115 -0.01
H -4.331 -2.449 0.111 0.12
H 4.885 -1.122 -2.546 0.10
I 4.310 -5.204 2.785 0.86
H 1.368 -0.883 -2.151 0.14
H -0.229 -6.610 -0.831 0.13
H 13.169 -3.772 2.390 0.10
H -8.280 4.677 0.242 0.10
C 7.553 0.851 -2.315 -0.25
H -9.603 9.491 1.858 0.10
H -10.887 8.940 4.747 0.07
H -11.486 12.638 4.061 0.10
C -0.235 -5.665 -1.386 -0.11
H 6.828 -2.234 -2.111 0.12
H -6.642 5.102 2.788 0.11
C -6.738 4.749 1.756 -0.23
H 13.174 -6.248 2.726 0.07
C -8.446 6.577 1.241 -0.11
H 10.419 -3.860 3.718 0.11
C 11.340 -2.774 0.525 -0.27
H 8.120 -1.639 0.080 0.09
H -0.384 -1.650 -1.659 0.10
H -1.032 -3.234 -2.045 0.10
H -9.930 7.800 3.801 0.06
C -1.297 -2.627 0.015 -0.18
H -6.574 0.791 0.482 0.05
H -12.841 11.544 1.533 0.06
H -2.010 -0.662 -0.536 0.11
C -0.387 -6.051 -2.866 -0.14
C -8.140 5.083 1.248 -0.26
H 6.827 0.313 -2.936 0.09
C -4.491 -0.887 -1.376 -0.22
H 12.375 -0.954 -0.053 0.07
F 3.947 -6.369 -2.115 0.14
C 7.444 -0.984 -0.479 -0.20
H 0.245 -6.895 -3.136 0.10
H -4.472 -1.055 -2.456 0.11
H -9.870 10.844 3.879 0.10
H -12.341 11.119 3.962 0.10
H -6.347 2.934 -0.356 0.05
C -0.481 -2.672 -1.287 -0.14
C -10.592 9.907 2.074 -0.23
H 9.558 -2.728 1.725 0.09
F 2.241 -5.496 -3.003 0.12
H -11.573 7.386 4.292 0.07
H -6.625 3.662 1.802 0.10
H 11.886 -5.795 1.619 0.06
H -4.786 5.481 -1.049 0.10
H 0.268 -5.311 -4.811 0.12
C -10.936 8.201 3.946 -0.11
H 1.302 -2.766 -0.175 0.15
H -3.998 0.079 -1.206 0.10
H -9.469 6.762 0.912 0.07
C -5.937 -0.773 -0.896 -0.26
H -3.473 -2.799 -1.376 0.11
H -11.935 13.054 1.618 0.08
H -12.488 9.171 2.821 0.10
C 2.348 -6.368 0.624 -0.66
H -5.087 -0.009 0.966 0.07
H -0.770 -2.461 -3.960 0.04
H -5.473 3.236 -1.852 0.07
C 6.395 -1.857 -1.177 -0.18
H -0.525 -1.496 -5.410 0.10
Cl 1.992 -2.930 -5.131 0.73
H 5.090 -0.121 -1.115 0.10
H -5.617 6.440 1.018 0.10
H 8.275 1.274 -3.018 0.11
H 6.209 -2.740 -0.555 0.11
C 6.863 1.989 -1.544 -0.10
H 6.957 -0.346 0.270 0.12
C 2.325 -5.408 -0.626 -0.29
```

(3)
# C47H99ClN5O5P

A 5-piece molecular cluster, C47H99ClN5O5P overall in a non-equilibrium geometry (the ωB97M-V functional and the def2-TZVPD basis, the OMol25 dataset).

⟨S²⟩: 6.016
Multiplicity: 5
HOMO-LUMO gap (spin up / spin down), Eh: 0.3113 / 0.3251

Geometry as XYZ:
```
158
Properties=species:S:1:pos:R:3:lowdin_charge:R:1
C -7.424 2.448 -1.289 -0.16
H -2.034 -4.199 3.301 0.08
H 2.002 -4.075 -2.341 0.06
C -8.634 0.191 -1.262 -0.50
H 4.980 7.549 0.752 0.12
H -1.572 -5.522 -5.453 0.09
H 1.193 5.013 -2.112 0.08
H 7.002 5.944 0.039 0.13
C 2.700 -5.571 2.796 -0.05
H 2.510 -0.600 -0.426 0.05
C -1.101 4.576 -0.440 -0.04
O 0.762 2.729 -1.901 -0.37
H -7.385 3.397 -1.825 0.11
H -0.976 -3.655 -0.265 0.11
H -8.615 0.924 0.827 0.06
H -6.679 1.205 1.066 0.06
C 3.218 6.395 2.290 -0.04
H 3.725 6.366 -2.259 0.06
H 0.138 -7.933 5.299 0.10
H -4.816 -1.424 -0.860 0.09
O 0.352 -4.405 2.831 -0.02
H 2.974 3.855 -3.285 0.10
C -1.440 -7.527 2.814 -0.03
H 2.691 -8.070 2.878 0.08
N 5.210 5.004 1.959 -0.09
H 1.625 -5.263 5.190 0.13
C -6.098 0.312 -0.878 -0.49
H -5.876 1.645 -2.542 0.13
H 2.848 7.294 2.778 0.09
C -1.916 -5.450 -4.421 -0.05
H 7.594 5.601 3.698 0.06
C -1.062 -6.135 3.351 -0.50
H 4.400 7.282 4.395 0.09
H 2.669 -2.559 -2.851 0.01
H 0.223 -6.710 6.539 0.11
H 6.568 3.544 0.075 0.07
H 2.718 -4.538 3.131 0.08
H 1.124 -1.500 -4.937 0.10
H 2.719 5.531 2.730 0.10
H -6.406 -0.539 1.110 0.09
H 2.568 6.339 -3.363 0.06
H -1.329 -7.561 1.730 0.09
H 3.879 -1.231 0.438 0.07
C 6.959 3.521 1.088 -0.05
H -1.563 -5.666 -1.675 0.12
H -3.332 2.840 -1.986 0.06
Cl 4.350 -0.679 -2.474 0.66
H 5.368 0.127 -0.566 0.08
H 6.739 4.068 3.887 0.09
H -10.631 -0.232 -1.866 0.09
N -7.286 -0.456 -1.372 -0.10
H 3.294 0.343 0.808 0.08
H -1.919 1.273 -0.749 0.12
H -0.086 4.793 -0.237 0.05
H 0.225 0.978 -0.950 0.10
C 0.302 -5.917 -3.511 -0.03
H 8.035 3.368 1.029 0.09
H 7.374 7.496 2.646 0.10
C -8.594 1.612 -1.817 -0.13
C 1.492 -6.296 4.851 -0.13
C -0.463 -3.859 -1.207 -0.16
C -0.078 -2.537 -1.872 -0.13
C 4.956 6.431 4.006 -0.03
H -9.026 -0.782 0.643 0.09
C -2.359 2.559 -2.315 -0.04
H -9.621 -1.677 -1.716 0.09
H 2.355 -6.857 5.212 0.13
H -2.482 -7.734 3.051 0.09
H -3.977 0.132 -0.886 0.07
C 2.197 5.103 -1.790 -0.33
H 1.319 -7.867 1.796 0.09
H 4.599 2.266 -0.406 0.06
H -0.622 2.827 0.586 0.13
H -0.250 -0.846 -4.039 0.07
H -1.224 4.753 -1.478 0.07
H 2.259 -3.774 -4.062 0.09
H -3.498 3.521 0.250 0.07
C -0.835 -4.880 -3.527 -0.50
H -10.184 0.474 0.214 0.08
H -1.938 -6.631 5.236 0.12
H -2.486 1.737 -2.978 0.08
H 3.603 -6.060 3.157 0.09
H -1.930 3.357 -2.881 0.08
C -2.143 -5.193 2.873 -0.04
C -2.666 3.074 0.755 -0.07
C -1.380 -4.684 -2.115 -0.13
H -0.969 -1.904 -1.944 0.12
C 4.204 1.715 -1.236 -0.38
H -9.442 -0.610 -3.110 0.08
H -5.055 0.583 0.997 0.07
H 6.518 2.670 1.610 0.10
H 0.430 -4.432 -0.942 0.10
H 1.057 -5.728 -2.755 0.06
H -0.314 1.161 -2.589 0.11
C -9.130 0.206 0.195 -0.03
N 2.714 6.359 -2.360 0.01
H -3.111 -5.588 3.176 0.09
C 7.312 5.986 1.088 -0.13
C -1.026 -6.153 4.875 -0.13
C 1.498 -6.323 3.329 -0.50
H 4.600 5.536 4.516 0.09
O -7.087 -0.900 -2.549 -0.01
C 0.526 -2.717 -3.259 -0.48
H -0.112 -6.902 -3.300 0.08
H -2.131 -5.103 1.787 0.08
C 4.394 0.252 -0.964 -0.80
C 6.694 4.811 1.835 -0.49
H 8.310 4.131 3.099 0.08
C 5.393 7.478 1.763 -0.13
H 0.639 -1.996 -1.250 0.11
N 0.255 -5.677 2.796 -0.10
H 4.735 1.942 -2.130 0.06
H -2.880 2.049 0.977 0.07
H 7.304 8.136 1.025 0.11
C -0.154 1.699 -1.668 -0.29
O 4.615 4.702 0.873 -0.04
H -4.723 -0.491 -2.356 0.08
H -2.514 3.566 1.686 0.08
H 8.396 5.871 1.099 0.13
H -1.048 -5.122 5.241 0.12
H 2.714 -5.581 1.705 0.09
C -1.416 3.147 -0.054 -0.39
C 2.969 3.897 -2.219 -0.27
H 5.127 8.405 2.273 0.13
H -2.819 -4.847 -4.404 0.08
C -6.097 1.709 -1.472 -0.14
C -1.483 2.152 -1.179 -0.36
N -0.372 -3.575 -4.101 -0.10
H -2.168 -6.449 -4.069 0.09
H 3.976 4.036 -1.903 0.06
H -2.353 -4.186 -2.175 0.12
H -0.857 -8.338 3.242 0.06
C -6.074 0.397 0.662 -0.02
H 2.281 1.238 -2.461 0.04
C 3.451 -0.358 0.013 -0.14
H -1.699 5.265 0.104 0.07
H -7.582 2.703 -0.237 0.10
C -4.832 -0.419 -1.277 -0.04
H -5.282 2.276 -1.017 0.10
C 7.364 4.655 3.215 -0.03
H -9.541 2.101 -1.585 0.12
C 0.204 -6.854 5.458 -0.17
H 2.948 6.449 1.239 0.07
C 6.914 7.345 1.666 -0.17
C 1.937 -3.322 -3.124 -0.03
C -9.635 -0.636 -2.041 -0.05
C 1.644 -7.776 2.832 -0.03
H -8.526 1.564 -2.907 0.12
C 4.717 6.319 2.490 -0.49
H 1.370 -0.770 -3.347 0.05
O -1.352 -2.903 -4.558 -0.02
H 2.087 2.141 -0.229 0.06
H 5.995 6.590 4.278 0.06
H 2.259 5.217 -0.729 0.08
H 1.096 -8.499 3.429 0.06
H 0.793 -5.959 -4.483 0.09
C 0.693 -1.379 -3.942 -0.04
P 2.415 2.301 -1.569 0.87
```